Here is C28H43GeN3OPdS2Se as an isolated structure from the Open Molecules 2025 dataset. Energies are from the ωB97M-V functional and the def2-TZVPD basis.

ORCA input file:
```
! RIJCOSX wB97M-V def2-TZVPD def2/J DEFGRID3
* xyz 2 1
Pd -0.0120 0.4590 -0.2424
C -0.0169 -1.5455 -3.0124
C 1.1429 -0.6110 -2.8836
C 2.1345 -0.7035 -3.8944
C 3.1756 0.1652 -3.9360
C 3.2218 1.2177 -2.9951
C 4.2151 2.2212 -3.0277
C 4.1605 3.2693 -2.1524
C 3.1096 3.3601 -1.2210
C 2.1494 2.3803 -1.1576
S 0.7880 2.5078 -0.0523
C 2.2020 1.2734 -2.0291
N 1.1984 0.3117 -1.9345
H 0.2429 -2.3680 -3.6739
H -0.8527 -1.0078 -3.4699
H -0.3324 -1.9409 -2.0538
H 2.0331 -1.4879 -4.6301
H 3.9418 0.0861 -4.6974
H 4.9987 2.1537 -3.7708
H 4.9091 4.0490 -2.1837
H 3.0502 4.2178 -0.5626
C -3.6429 1.8419 -2.0229
Ge -2.9392 3.4668 -1.2125
C -1.4755 4.1281 -2.3040
C -4.3541 4.7783 -0.9993
C -2.2374 3.2157 0.6396
Se -1.5901 1.5340 1.3903
C -3.3268 0.7102 1.6410
H -4.2284 2.1322 -2.8967
H -4.3025 1.2745 -1.3666
H -2.8330 1.2024 -2.3777
H -1.7899 4.2336 -3.3428
H -0.6350 3.4362 -2.2603
H -1.1365 5.1025 -1.9509
H -4.7275 5.1077 -1.9688
H -3.9909 5.6558 -0.4635
H -5.1887 4.3532 -0.4404
H -2.9752 3.5320 1.3801
H -1.3851 3.8830 0.7507
H -3.8818 0.6437 0.7099
H -3.8514 1.3483 2.3481
H -3.1787 -0.2717 2.0766
C 2.6872 -1.9055 3.7364
C 1.5347 -1.6115 2.7453
N 1.6961 -0.2910 2.1507
C 1.6852 0.7353 3.1881
C 2.8547 0.5213 4.1789
N 3.5992 -0.7074 3.7260
C 4.1551 -0.4879 2.3443
C 2.9511 -0.2306 1.4074
H 3.2954 -2.7616 3.4500
H 2.3553 -2.0367 4.7646
H 0.5774 -1.6497 3.2652
H 1.5128 -2.3520 1.9473
H 0.7325 0.6950 3.7144
H 1.7591 1.7107 2.7082
H 2.5296 0.3340 5.2007
H 3.5743 1.3381 4.1822
H 4.3717 -0.8782 4.3671
H 4.7232 -1.3803 2.0880
H 4.8373 0.3575 2.4126
H 2.9234 -0.9800 0.6163
H 3.0305 0.7513 0.9409
C -2.8986 -1.5671 -0.6995
S -1.7256 -2.0207 0.5710
O -0.3221 -1.7422 -0.0163
C -1.9686 -3.7745 0.5523
C -2.8776 -4.2912 1.4634
C -3.1455 -5.6532 1.4388
C -2.4831 -6.4724 0.5366
C -1.5511 -5.9411 -0.3482
C -1.2876 -4.5813 -0.3497
H -2.7236 -2.1779 -1.5828
H -2.7798 -0.5076 -0.9129
H -3.8988 -1.7559 -0.3083
H -3.3780 -3.6480 2.1778
H -3.8598 -6.0731 2.1337
H -2.6846 -7.5350 0.5285
H -1.0303 -6.5902 -1.0389
H -0.5604 -4.1556 -1.0294
*
```

Calculated total energy = -183251.2954 eV
Highest occupied orbital energy = -12.47 eV
HOMO-LUMO gap = 7.14 eV

Here is a 3-piece molecular cluster, C28H43N3O11P2S overall in a non-equilibrium geometry from the Open Molecules 2025 dataset. Energies are from the ωB97M-V functional and the def2-TZVPD basis.

ORCA input file:
```
! RIJCOSX wB97M-V def2-TZVPD def2/J DEFGRID3
* xyz 0 1
C -0.8581 0.5125 -3.6161
C 0.6367 1.1816 -3.5348
O 1.6456 0.1131 -3.4686
C 2.5240 0.2740 -2.2711
C 1.7313 0.1350 -0.8427
C 0.8595 -1.2617 -0.5484
C 0.8024 -2.5341 -1.6209
C 1.4690 -3.9059 -0.9345
O 1.0845 -5.1405 -1.3606
C -0.0129 -1.4661 0.8496
C -0.9340 -2.7736 1.2097
C -2.5169 -2.2699 1.4037
C -3.2031 -1.8964 2.8451
C -4.7698 -1.3698 2.9482
C -5.7291 -1.1900 1.6230
C -5.0889 -1.6030 0.1711
C -3.5072 -2.1351 0.0651
C -3.0025 -2.5166 -1.4690
C 0.0515 -0.2457 1.9424
N -0.5628 -0.0600 3.3122
S -0.1712 1.4993 4.0222
N 0.8593 2.2012 2.7806
C 0.9054 1.1313 1.6907
C 1.7845 1.3344 0.2824
N 2.5602 2.6288 0.1767
C 1.9447 3.6086 -0.7978
C 4.0395 2.4143 -0.0556
C 4.8988 3.3955 -1.1017
O 4.7775 1.4168 0.5014
H -1.5619 1.1514 -4.3121
H -1.3144 0.2996 -2.5508
H -0.7355 -0.5353 -4.1544
H 0.6838 1.9664 -2.6681
H 0.8218 1.7974 -4.5405
H 3.3777 -0.5551 -2.3567
H 3.0786 1.3045 -2.4281
H -0.2766 -2.7493 -2.0195
H 1.4730 -2.3376 -2.5887
H 2.2352 -3.8901 -0.0491
H -0.6130 -3.2771 2.2160
H -0.9778 -3.5955 0.3691
H -2.5450 -1.9837 3.8229
H -5.2395 -1.0848 3.9988
H -6.8495 -0.7839 1.6473
H -5.7512 -1.4942 -0.7972
H -3.9704 -2.8308 -2.0616
H -2.3886 -1.6512 -1.9804
H -2.3431 -3.5089 -1.3935
H 2.2162 3.4237 -1.9229
H 2.3879 4.6808 -0.5200
H 0.7731 3.7139 -0.6425
H 6.0190 3.0759 -1.2131
H 4.3854 3.4663 -2.1633
H 4.8800 4.4701 -0.6388
C 6.2382 -0.3241 -7.6341
O 6.6281 -0.0987 -6.2913
P 5.8740 -1.1819 -5.1729
O 6.3318 -0.3000 -4.0079
O 7.0309 -2.3223 -5.4723
C 8.3932 -1.9273 -5.5714
O 5.1200 -2.2651 -4.0544
C 3.8145 -2.6387 -4.4448
H 6.8224 0.3318 -8.2858
H 6.4224 -1.3608 -7.9187
H 5.1762 -0.0929 -7.7506
H 8.5988 -0.9916 -5.0452
H 8.6592 -1.8185 -6.6295
H 9.0219 -2.7117 -5.1420
H 3.8458 -3.1470 -5.4046
H 3.1817 -1.7472 -4.5082
H 3.3993 -3.3150 -3.6925
C -3.9407 2.4400 6.7736
O -4.9579 1.6722 6.1557
P -6.3293 1.4116 7.1775
O -6.8419 0.3347 6.2173
O -6.9582 2.8731 6.7334
C -6.9085 3.2704 5.3692
O -7.7008 1.1511 8.1993
C -7.3579 1.0522 9.5664
H -3.1546 2.6395 6.0397
H -4.3402 3.3899 7.1312
H -3.5167 1.8797 7.6109
H -6.8327 2.4202 4.6863
H -6.0506 3.9369 5.2206
H -7.8174 3.8279 5.1289
H -6.8872 1.9736 9.8982
H -6.6793 0.2054 9.7137
H -8.2677 0.8825 10.1489
*
```

Calculated total energy = -86110.0129 eV
Highest occupied orbital energy = -8.00 eV
HOMO-LUMO gap = 5.10 eV
Structure (SMILES) = CCOCc1c(CC=O)c(Cc2ccccc2C)c2nsnc2c1N(C)C(C)=O.COP(=O)(OC)OC.COP(=O)(OC)OC

Here is C28H44AsCoN2O7S2Si as an isolated structure from the Open Molecules 2025 dataset. Energies are from the ωB97M-V functional and the def2-TZVPD basis.

ORCA input file:
```
! RIJCOSX wB97M-V def2-TZVPD def2/J DEFGRID3
* xyz -1 4
Co -0.0294 -0.3341 0.0021
C 2.2286 1.8092 3.2882
C 2.1020 0.5536 2.4404
C 2.9170 -0.5943 3.0282
O 0.7256 0.1751 2.3524
C 2.5971 0.8189 1.0018
O 3.6602 1.4328 0.8796
O 1.8938 0.3383 0.0624
H 1.9543 1.5934 4.3249
H 1.5563 2.5854 2.9141
H 3.2511 2.1801 3.2534
H 2.5912 -0.7989 4.0532
H 3.9749 -0.3314 3.0403
H 2.7792 -1.4968 2.4317
H 0.3716 0.0932 3.2492
C -1.6696 -0.3091 -3.4197
Si -0.0175 -0.3207 -2.4570
C 1.0489 -1.6425 -3.3414
C 0.8489 1.2616 -3.1170
C 0.1641 2.3033 -3.7505
C 0.8281 3.3986 -4.2958
C 2.2117 3.4786 -4.2253
C 2.9157 2.4687 -3.5793
C 2.2414 1.3899 -3.0255
H -1.5225 -0.1956 -4.4989
H -2.3079 0.5094 -3.0751
H -2.2325 -1.2297 -3.2468
H 1.2148 -1.3781 -4.3903
H 0.6012 -2.6388 -3.3173
H 2.0197 -1.7201 -2.8456
H -0.9159 2.2538 -3.8428
H 0.2632 4.1830 -4.7880
H 2.7353 4.3233 -4.6576
H 3.9945 2.5296 -3.4921
H 2.8088 0.6360 -2.4922
C 1.8251 3.9749 -0.6489
C 0.5848 4.0497 0.2432
C -0.1460 2.7862 0.2706
N -0.7107 1.7894 0.3224
H 2.3451 4.9333 -0.6154
H 1.5385 3.7695 -1.6777
H 2.5052 3.1904 -0.3166
H -0.1043 4.8235 -0.1036
H 0.8514 4.2822 1.2763
C 0.3552 6.1304 3.3972
C -0.1716 4.8437 3.9715
C 0.3781 4.3195 5.1389
C -0.0768 3.1234 5.6655
C -1.1028 2.4469 5.0230
C -1.6753 2.9524 3.8655
C -1.1992 4.1451 3.3445
S -1.7225 0.9520 5.7267
O -1.0707 0.7375 6.9898
O -3.1547 1.0163 5.6505
N -1.1499 -0.2237 4.7248
C -1.9408 -0.5763 3.5248
C -1.4820 -1.9211 2.9882
C -2.0135 -2.1290 1.5695
O -2.7018 -3.1273 1.3334
O -1.7107 -1.2177 0.7339
H 1.3557 5.9872 2.9817
H 0.4304 6.9007 4.1658
H -0.2893 6.5026 2.6014
H 1.1786 4.8529 5.6382
H 0.3454 2.7106 6.5714
H -2.4907 2.4302 3.3831
H -1.6438 4.5418 2.4394
H -0.8866 -1.0208 5.2946
H -1.7699 0.1851 2.7626
H -3.0050 -0.5994 3.7646
H -1.8285 -2.7350 3.6271
H -0.3917 -1.9535 2.9197
C -1.5719 -3.6384 -1.5358
As -0.0688 -4.2704 -0.5193
C -0.7838 -5.5638 0.7195
C 0.9395 -5.3558 -1.7633
S 1.1778 -2.8468 0.3754
H -2.2021 -4.4960 -1.7747
H -1.2101 -3.1681 -2.4455
H -2.1189 -2.9269 -0.9220
H -1.2640 -6.3710 0.1653
H -1.5121 -5.0496 1.3441
H 0.0374 -5.9532 1.3186
H 0.2868 -6.0801 -2.2513
H 1.7252 -5.8690 -1.2117
H 1.3926 -4.6981 -2.5024
*
```

Calculated total energy = -175081.2574 eV
Highest occupied orbital energy (spin up / spin down) = -3.79 / -4.62 eV
HOMO-LUMO gap (spin up / spin down) = 6.10 / 6.94 eV